Record 1
Formula: C15H51F3O14
Source: the Open Molecules 2025 dataset
Level of theory: ωB97M-V/def2-TZVPD

Geometry (Å):
O  -2.1705  4.4725  -3.4200
H  -2.3228  3.5188  -3.2718
C  0.1566  1.6993  -0.2763
O  1.2175  0.7359  -0.1032
O  0.7779  2.8049  -0.9622
C  -1.1299  0.9758  -0.8716
F  -1.8908  1.9373  -1.3558
F  -0.9315  0.1795  -1.9362
F  -1.8222  0.3044  0.0655
C  0.9196  -0.5174  0.5660
C  2.2455  -1.2420  1.0104
H  2.5904  -0.9529  2.0031
H  2.0699  -2.3168  1.0549
H  3.0859  -1.0249  0.3512
H  0.4977  -1.1527  -0.2127
H  0.2389  -0.4183  1.4116
H  -0.2034  1.9465  0.7224
C  -0.7680  2.0142  3.8574
O  -0.9463  1.3480  5.0855
H  -1.6800  2.4275  3.4266
H  -0.0631  2.8423  3.9312
H  -0.3120  1.3059  3.1656
H  -1.1231  1.9763  5.7895
C  3.7544  -5.0169  0.1783
O  3.9687  -4.2198  1.3248
H  2.8280  -4.7954  -0.3516
H  4.5859  -4.6728  -0.4367
H  3.8005  -6.0625  0.4828
H  3.5252  -4.6126  2.0802
C  2.3520  -0.1429  4.6588
O  0.9955  -0.5246  4.9708
H  2.4143  0.5670  3.8341
H  2.7838  0.3103  5.5512
H  2.8458  -1.0936  4.4579
H  0.4020  0.2298  4.9563
C  1.9703  0.4570  -3.0685
O  3.1481  1.1901  -2.8741
H  1.9861  -0.0779  -4.0181
H  1.7004  -0.1603  -2.2116
H  1.0403  1.0211  -3.1394
H  3.0979  1.7325  -2.0836
C  -1.9167  -1.5619  3.5698
O  -2.3705  -1.0612  4.8365
H  -2.1975  -2.5961  3.3710
H  -2.4790  -0.9562  2.8591
H  -0.8664  -1.3746  3.3462
H  -1.9830  -0.1977  4.9974
C  -2.9681  4.3782  0.9058
O  -2.2907  5.1033  -0.1108
H  -3.1016  4.9551  1.8209
H  -3.8988  3.9922  0.4900
H  -2.3291  3.5325  1.1598
H  -2.8245  5.8709  -0.3285
C  -2.5234  -2.6895  -4.6068
O  -3.4722  -2.1603  -3.6575
H  -2.8986  -3.2957  -5.4314
H  -1.9338  -1.8419  -4.9561
H  -1.9541  -3.3085  -3.9134
H  -2.9616  -1.5630  -3.1061
C  4.0987  2.8806  0.4020
O  3.4951  3.4270  -0.7842
H  4.6208  3.6440  0.9788
H  3.3119  2.4392  1.0137
H  4.8350  2.1161  0.1540
H  2.5618  3.2023  -0.7770
C  3.8413  -2.5714  -2.4548
O  3.4182  -2.7182  -3.8652
H  3.2685  -1.9797  -1.7407
H  4.0104  -3.5970  -2.1267
H  4.8059  -2.0640  -2.4694
H  3.8462  -2.0458  -4.4003
C  -2.1556  -3.4394  -0.5685
O  -3.2564  -3.4991  0.3849
H  -1.9457  -4.3468  -1.1349
H  -2.3602  -2.6647  -1.3073
H  -1.2157  -3.2104  -0.0661
H  -3.4949  -2.5956  0.6050
C  -5.2614  2.2568  -2.6609
O  -5.3408  3.3847  -3.4221
H  -5.1652  1.4030  -3.3315
H  -4.3742  2.3593  -2.0360
H  -6.1014  2.0889  -1.9868
H  -6.1078  3.3120  -3.9948

The charge is -1. The HOMO-LUMO gap (alpha / beta) is 6.77 / 6.15 eV. The value obtained for the HOMO energy (alpha / beta) is -0.17516 / -0.17509 Ha. The calculation puts the LUMO energy (alpha / beta) at 2.00 / 1.39 eV. As for the spin multiplicity: 2. The expectation value of S² is 0.753.

These are the Löwdin partial charges, in e, on atoms 1 to 2: 0.001 -0.013

***

Record 2
Formula: C40H33N2O2P2PdS3Se
Source: the Open Molecules 2025 dataset
Level of theory: ωB97M-V/def2-TZVPD

Geometry (Å):
Pd  1.1698  0.0329  -0.9460
S  2.9474  -0.7372  0.8702
P  1.2276  -0.9828  1.8932
C  0.1605  -0.7819  0.5751
P  -1.4951  -0.4171  0.3381
S  -1.4507  0.0803  -1.6053
C  -2.0272  0.9673  1.3591
C  -1.8213  2.2693  0.9035
C  -2.0982  3.3403  1.7417
C  -2.5701  3.1137  3.0301
C  -2.7870  1.8186  3.4795
C  -2.5144  0.7405  2.6473
C  -2.5543  -1.8136  0.6808
C  -3.9282  -1.6241  0.8332
C  -4.7580  -2.7295  0.9505
C  -4.2207  -4.0112  0.9121
C  -2.8521  -4.1970  0.7583
C  -2.0138  -3.0987  0.6355
C  0.9527  -2.6012  2.5915
C  -0.0561  -2.7868  3.5428
C  -0.3929  -4.0700  3.9410
C  0.2612  -5.1635  3.3841
C  1.2573  -4.9797  2.4326
C  1.6046  -3.6973  2.0287
C  1.1198  0.2553  3.1942
C  1.3346  -0.0509  4.5365
C  1.3607  0.9743  5.4748
C  1.1946  2.2911  5.0727
C  0.9991  2.6009  3.7285
C  0.9595  1.5829  2.7914
H  -1.4547  2.4381  -0.1014
H  -1.9406  4.3539  1.3904
H  -2.7736  3.9526  3.6851
H  -3.1661  1.6471  4.4801
H  -2.6830  -0.2745  2.9921
H  -4.3434  -0.6225  0.8509
H  -5.8273  -2.5897  1.0593
H  -4.8773  -4.8699  0.9866
H  -2.4398  -5.1981  0.7181
H  -0.9465  -3.2301  0.5002
H  -0.5755  -1.9303  3.9582
H  -1.1732  -4.2203  4.6772
H  -0.0107  -6.1655  3.6915
H  1.7566  -5.8360  1.9949
H  2.3710  -3.5423  1.2800
H  1.4917  -1.0762  4.8476
H  1.5254  0.7413  6.5196
H  1.2320  3.0886  5.8058
H  0.9047  3.6373  3.4180
H  0.8133  1.8115  1.7470
C  3.5948  -1.3510  -5.0229
N  2.1421  -1.4456  -4.8729
C  1.4715  -1.6115  -3.7249
Se  2.2066  -1.9960  -2.0309
N  0.1676  -1.6012  -4.0014
C  -0.0336  -1.4194  -5.3645
C  -1.1849  -1.3662  -6.1398
C  -1.0062  -1.2534  -7.5034
C  0.2755  -1.1892  -8.0750
C  1.4164  -1.2266  -7.2973
C  1.2292  -1.3417  -5.9261
H  4.0429  -1.2553  -4.0409
H  3.8360  -0.4702  -5.6130
H  3.9856  -2.2427  -5.5125
H  -0.5430  -1.5893  -3.2817
H  -2.1701  -1.4161  -5.6907
H  -1.8737  -1.2245  -8.1522
H  0.3721  -1.1076  -9.1503
H  2.4059  -1.1832  -7.7376
O  1.0939  7.3499  0.7103
C  1.3849  6.0986  1.1184
O  1.5051  5.8668  2.2890
C  1.5205  5.0329  0.0725
C  0.9266  5.1098  -1.1858
C  0.9791  4.0354  -2.0584
C  1.6462  2.8617  -1.6939
S  1.6116  1.4648  -2.7650
C  2.3060  2.8214  -0.4594
C  2.2213  3.8886  0.4182
H  1.1007  7.4223  -0.2491
H  0.3731  5.9923  -1.4924
H  0.4836  4.0836  -3.0198
H  2.9115  1.9729  -0.2088
H  2.7092  3.8494  1.3856

The charge is +1. The HOMO-LUMO gap (alpha / beta) is 4.94 / 4.89 eV. The value obtained for the HOMO energy (alpha / beta) is -0.37034 / -0.36928 Ha. The calculation puts the LUMO energy (alpha / beta) at -5.13 / -5.16 eV. As for the spin multiplicity: 1. The calculation puts the energy relative to the best compared isomer or geometry (same formula, charge and spin) at 333.27 kJ/mol.

These are the Löwdin partial charges, in e, on atoms 1 to 2: 0.326 0.390

***

Record 3
Formula: C3H4N2O2
Source: the Open Molecules 2025 dataset
Level of theory: ωB97M-V/def2-TZVPD

Geometry (Å):
C  -0.6506  1.4807  0.9273
N  0.1446  0.5459  -0.0494
N  -0.5158  0.0872  -0.9715
C  0.1125  -1.0668  -1.3238
C  0.9635  -1.5616  -0.3294
O  1.6505  -2.4317  0.0844
O  0.8588  -0.4087  0.5298
H  -1.1333  2.1575  0.3815
H  0.1810  1.8634  1.5792
H  -1.4425  0.9584  1.4627
H  -0.1686  -1.6242  -2.2906

The HOMO-LUMO gap is 9.45 eV. The value obtained for the HOMO energy is -0.34219 Ha. The calculation puts the LUMO energy at 0.14 eV. As for the spin multiplicity: 1. The calculation puts the energy relative to the best compared isomer or geometry (same formula, charge and spin) at 469.25 kJ/mol.

These are the natural (NBO) partial charges, in e, on atoms 1 to 2: -0.400 0.144

***

Number 1: E -1954.7607 Eh. Number 2: E -6210.5124 Eh. Number 3: E -376.5851 Eh.